Entry 1:
The following is a DFT calculation (the ωB97M-V functional and the def2-TZVPD basis) of 2 unconnected molecules or ions with the total composition C6H15BrOSi at a distorted geometry.

Structure (ORCA input):
```
! RIJCOSX wB97M-V def2-TZVPD def2/J DEFGRID3
* xyz 0 1
H 0.5913 -0.7650 0.6495
H -2.0837 1.8451 2.1868
H -0.5121 -2.0023 0.7334
H -2.4294 -0.7857 -0.3632
C 0.2303 -1.5831 0.0413
H 1.3235 -3.3398 -0.7498
H 1.2963 3.2633 -1.2427
H 2.2233 -1.9128 -0.5910
C -1.6383 0.9164 1.8918
Si -1.4540 1.3290 0.0033
C 1.4243 -2.4649 -0.1688
H 1.8562 -2.9429 0.6855
H 0.9483 3.8126 0.3714
H -0.7020 0.6955 2.2961
C -1.6511 -0.2350 -1.0155
H 0.3624 -0.6103 -1.7820
H -2.0986 0.0068 -1.9748
H 1.2756 2.0317 0.0236
Br 4.5083 0.0105 0.8149
H -0.8121 -1.9701 -1.9375
C 0.8198 2.9642 -0.3062
H -2.4424 0.2558 2.1225
C -0.4331 -1.1079 -1.2301
O -0.6029 2.5888 -0.4586
*
```

## Properties
ΔE to the lowest compared entry with this formula, charge and spin = 0.000 eV
HOMO energy = -0.225 Ha



Entry 2:
The following is a DFT calculation (the ωB97M-V functional and the def2-TZVPD basis) of 10 unconnected molecules or ions with the total composition C14H48N16O10 at a distorted geometry.

Structure (ORCA input):
```
! RIJCOSX wB97M-V def2-TZVPD def2/J DEFGRID3
* xyz 0 1
H -3.6832 -10.8696 13.7450
N -6.0789 -4.4430 10.9937
H -8.5872 -10.0772 16.8911
H -3.7022 -10.4358 20.3987
H -6.9830 -8.3616 20.1427
N -1.7696 -8.6452 16.1726
H -4.4448 -5.3826 18.8925
O -5.9651 -10.5226 19.4489
H 1.6421 -11.1538 18.6103
C -3.9510 -9.4341 12.3811
H -4.5181 -11.3825 18.3978
N -7.0138 -11.3035 21.3783
H -6.8804 -7.9172 16.8312
H -4.9818 -17.5537 19.5988
H -2.2918 -9.5192 20.3573
H -8.7850 -7.9171 18.2989
H -3.3450 -14.5317 17.3956
C -8.9005 -7.5543 17.2604
H -0.3878 -10.8913 20.1981
N -4.0558 -6.3481 18.9097
N -2.7782 -10.3031 20.7359
H -3.5959 -16.1680 16.5571
N -3.0587 -6.9845 15.1850
H -5.3745 -15.6163 18.3720
H -3.1772 -6.4450 18.3949
N -3.7996 -9.0302 11.0794
H -6.5116 -3.9886 11.7880
C -4.4067 -15.8996 18.6829
O -5.4874 -6.6074 10.6320
C -7.8317 -8.4507 15.0365
H -6.0442 -11.2633 17.0473
H -3.4779 -7.6166 14.4970
H -2.8528 -11.2756 12.2915
H -2.4398 -15.9957 17.9147
H -3.0730 -5.9782 15.0264
H -8.7888 -8.8781 14.7078
H -2.1532 -9.2637 15.5087
H -7.6670 -11.2255 22.1390
O -6.1362 -6.9983 19.3755
H -6.5866 -12.1794 21.4084
H -9.8677 -7.8203 16.8507
C -0.1048 -11.5598 17.6303
H -4.6293 -6.7156 12.7004
H -6.7585 -4.5422 10.2760
H -4.2265 -14.0735 19.6863
H -4.4205 -4.9930 13.1155
H -7.9330 -7.4820 14.5575
H -4.3194 -8.1690 10.7871
N -0.6782 -12.4956 16.7969
N -5.0279 -5.6857 12.6859
C -6.6293 -10.2919 20.4711
C -1.9660 -7.2661 15.9351
H -0.1981 -11.8919 21.6310
H -2.7706 -11.2887 17.9995
C -4.1288 -11.6183 16.5308
H -6.9204 -8.8410 14.6756
N -7.2932 -9.1611 20.7641
H 1.8148 -12.0332 17.0818
O -1.3403 -6.3833 16.5290
H -5.6539 -9.0589 18.3087
O -3.3909 -11.9506 15.5417
H -1.5632 -12.3493 16.3478
N -4.8755 -8.3562 18.1188
C -2.0460 -11.4079 21.1367
N -5.4894 -11.6704 16.2889
N -3.3897 -10.5506 12.8380
H -8.6762 -6.4687 17.1396
O -2.5123 -12.4204 21.6436
O -4.2872 -17.2970 18.9635
O -0.7962 -10.7416 18.2268
N -3.7310 -11.4480 17.7933
C -3.8693 -15.1048 19.8627
H 0.0007 -13.2313 16.4864
C -3.3452 -15.5979 17.4808
C -5.4986 -5.6891 11.3772
C -7.8339 -8.3866 16.5426
H -2.8028 -15.2493 19.8066
H -7.6859 -8.8867 21.6768
H -0.9123 -8.9368 16.5869
H -3.1920 -9.5466 10.4183
H -5.7722 -11.6419 15.3374
O -7.7862 -9.6661 17.1656
H -4.1819 -15.3477 20.8480
N 1.2446 -11.6341 17.8050
N -0.6501 -11.1394 21.1344
H -3.9533 -8.7712 18.0562
O -4.4959 -8.7548 13.2712
C -5.0655 -7.2297 18.7806
*
```

## Properties
ΔE to the lowest compared entry with this formula, charge and spin = 0.714 eV
HOMO energy = -0.347 Ha



Entry 3:
The following is a DFT calculation (the ωB97M-V functional and the def2-TZVPD basis) of a single CH2FPSi molecule at a distorted geometry.

Structure (ORCA input):
```
! RIJCOSX wB97M-V def2-TZVPD def2/J DEFGRID3
* xyz 0 1
Si -1.4858 -0.2809 -0.1027
C 0.1720 -1.2460 -0.1389
P -3.6891 -0.0220 0.0424
H 1.0235 -0.7866 0.3582
F 0.2018 -2.5895 0.0450
H -0.8752 1.0394 -0.3466
*
```

## Properties
ΔE to the lowest compared entry with this formula, charge and spin = 2.555 eV
HOMO energy (spin up / spin down) = -0.304 / -0.318 Ha



Entry 4:
The following is a DFT calculation (the ωB97M-V functional and the def2-TZVPD basis) of a molecular structure, C8H6B3F5O3Pb at a distorted geometry.

Structure (ORCA input):
```
! RIJCOSX wB97M-V def2-TZVPD def2/J DEFGRID3
* xyz 2 1
F -1.7553 -0.3139 1.9220
H 1.0189 -3.2815 -1.9486
B 0.9467 2.1618 2.8145
B 2.2451 1.3093 1.0983
H 0.2335 3.1075 3.2052
C -0.9170 -0.2442 -0.6229
H 0.7653 -2.9776 0.4583
O 1.8513 0.0481 1.4700
O 1.9725 2.3923 2.0004
Pb -1.5746 3.4380 2.1950
C -0.7545 -0.4018 -1.9798
F -1.7236 0.1201 -4.0576
C -1.3361 0.6413 -2.9107
C -0.0693 -1.4874 -2.4300
H -1.4706 0.5977 -0.2237
O 0.5211 0.9544 3.2311
F -0.5221 -2.0849 2.3984
C -0.5247 -0.9308 1.7062
F -0.4334 1.6189 -3.1331
H 0.0415 -1.6356 -3.4991
H 2.7775 1.5377 0.0721
C -0.3672 -1.1787 0.2112
B 0.6668 0.0446 2.1584
C 0.4710 -2.4224 -1.5891
C 0.3285 -2.2666 -0.2283
F -2.3913 1.2539 -2.3181
*
```

## Properties
HOMO energy = -0.575 Ha



Entry 5:
The following is a DFT calculation (the ωB97M-V functional and the def2-TZVPD basis) of a molecular structure, C15H20IrN7O2S2.

Structure (ORCA input):
```
! RIJCOSX wB97M-V def2-TZVPD def2/J DEFGRID3
* xyz 2 5
H 3.6170 1.9375 0.5848
H 3.1629 -4.8153 -1.1653
H 3.9709 4.1007 2.3961
C 2.2737 -5.0647 -0.5840
H 1.7562 -2.4514 0.2736
C -1.9039 -2.6167 -2.2787
H -3.8552 3.9271 -3.2818
Ir -0.6611 -0.2181 -0.2963
H -1.1571 2.3836 3.6151
C 2.6630 2.4247 2.3406
C -0.8897 1.4662 3.0916
C 3.8670 3.1217 2.8714
H 3.7820 3.2732 3.9437
N 1.0986 -2.8853 -0.3519
S 1.8494 0.5011 -1.0118
C 0.4106 1.6265 2.3859
N -1.4336 1.5067 -1.6337
C -1.0034 2.2628 -2.6265
H 1.9782 -6.0782 -0.8409
C -3.1213 3.2613 -2.8485
N 2.7483 1.8733 1.1016
H -0.2148 -5.1069 -2.2849
S -3.1748 0.6219 0.0844
H 0.0330 2.1298 -2.9174
H -1.4686 3.8067 -4.0810
O -2.8027 -2.5047 1.4752
C 1.4725 2.3068 2.9989
H 2.5419 -5.0400 0.4723
H -1.6791 1.1876 2.3994
C -1.8308 3.1871 -3.2755
O -0.9079 -1.5707 2.0123
H -2.6920 -3.3496 -2.1078
C -2.7130 1.5961 -1.1990
H -4.4988 2.5111 -1.5151
N 0.5520 1.0998 1.1657
N -3.5373 2.4698 -1.8326
C -0.6378 -3.0320 -1.6069
H 1.3509 2.7310 3.9849
H 4.7742 2.5533 2.6621
N -1.8663 -2.2763 2.1354
H -2.2580 -1.6580 -1.8888
C 0.0542 -4.2439 -1.6975
C 1.7243 1.2099 0.5041
H -1.7589 -2.5194 -3.3545
H -0.7916 0.6801 3.8455
N 0.0141 -2.2084 -0.7782
C 1.1628 -4.1180 -0.8860
*
```

## Properties
ΔE to the lowest compared entry with this formula, charge and spin = 0.000 eV
HOMO energy (spin up / spin down) = -0.496 / -0.524 Ha



Entry 6:
The following is a DFT calculation (the ωB97M-V functional and the def2-TZVPD basis) of 4 unconnected molecules or ions with the total composition C24H43BrF9O8PSi at a distorted geometry.

Structure (ORCA input):
```
! RIJCOSX wB97M-V def2-TZVPD def2/J DEFGRID3
* xyz 0 1
C 3.3547 -2.6578 2.0863
H 6.3076 -0.7143 2.4671
C 4.7826 1.8154 -0.5602
H -0.0165 -1.5294 -0.2241
F -4.7657 -6.4761 2.2588
H 0.8974 1.5534 1.4976
F 4.1113 -1.5455 2.3053
F 2.4603 3.6204 -3.5036
H -0.8937 3.7392 1.1855
H -3.8168 -1.0300 -0.1882
H -5.5539 2.4389 -0.2907
H -5.8625 0.5049 1.6220
O 1.6022 5.8634 -5.7346
C 1.6151 3.7028 -4.5709
Br -4.3702 1.0761 -2.1638
H -0.9680 -10.6853 1.8672
C -0.1714 -3.2671 1.0627
C -4.8082 1.5086 -0.2614
C -5.6858 0.2911 0.4749
F 3.5319 -3.4594 3.1755
C -1.9476 -9.0826 0.7971
H 7.4759 1.2719 0.1077
H -3.2379 1.0357 1.9300
H 8.0222 0.2182 2.6043
C 6.8676 0.3550 0.5264
C 1.1699 5.1386 -4.8424
Si -3.2763 2.0203 0.8183
C -0.4117 -2.5497 -0.2524
H -5.1573 3.1661 3.1304
C 6.9278 0.2572 2.1916
C 5.2583 0.3920 0.1445
C -0.4936 3.0523 0.2949
C 3.5540 2.5595 0.2298
H -2.7638 5.4225 3.1149
H 1.4453 3.3565 1.4579
H 4.6301 0.2911 1.1408
O -2.9397 -8.0741 1.0404
O 1.2357 -3.4218 1.3006
H 4.9757 -0.5112 -0.5824
H -1.0587 0.8456 0.1434
H -1.0347 -8.6420 0.3808
H 1.9323 3.1236 -1.2811
C 1.8811 -2.3393 1.8403
F 0.5708 2.8703 -4.2921
H -4.9710 -1.7582 1.1986
H -0.4323 3.7769 -0.6518
H -6.7473 0.3240 -0.0557
H 7.3886 -0.6228 0.1034
F -3.3302 -4.8684 2.5799
O -2.7066 4.4076 3.0105
H -1.4812 -2.4997 -0.4765
H 1.9723 1.1961 -0.9142
H -1.2294 -9.2223 2.8377
C -0.2293 6.8911 -4.0365
H 4.5702 1.7124 -1.7095
C 0.9722 2.4943 0.7810
C -4.9323 -1.1571 0.1850
H 5.7261 2.5396 -0.4640
H 3.5248 2.1779 1.3548
H -2.3567 -9.7549 0.0365
H 6.3088 1.1824 2.6008
H 3.7110 3.7287 0.2546
H -0.6560 -2.7512 1.8994
C -1.6639 -9.8651 2.0656
C -1.5843 1.8910 -0.0914
F 2.2748 3.1412 -5.6231
O -5.3423 3.8258 2.3791
O 0.2389 5.5392 -3.9191
F -3.9972 -5.3466 0.5593
C -2.4896 -6.9028 1.5926
C 2.0556 2.2761 -0.4544
O 1.3239 -1.2803 2.1167
H -0.9407 6.7314 -6.0781
F 3.9358 -3.3095 1.0380
H -1.6918 1.9129 -1.2759
H -0.6336 7.1741 -3.0596
P -3.7339 4.0066 1.6476
O -1.3142 -6.6903 1.8787
H -1.7375 7.9964 -5.1214
H -0.5988 -4.2735 1.0137
H 0.0987 -3.0657 -1.0720
C -3.6358 -5.9054 1.7499
H -2.5897 -10.2775 2.4794
H 0.5988 7.5752 -4.2535
C -1.3227 6.9850 -5.0842
H -5.5982 -1.7182 -0.6065
H -2.1295 6.2785 -4.8640
*
```

## Properties
ΔE to the lowest compared entry with this formula, charge and spin = 5.820 eV
HOMO energy = -0.317 Ha



Entry 7:
The following is a DFT calculation (the ωB97M-V functional and the def2-TZVPD basis) of 6 unconnected molecules or ions with the total composition C14H25F3O22S5 at a distorted geometry.

Structure (ORCA input):
```
! RIJCOSX wB97M-V def2-TZVPD def2/J DEFGRID3
* xyz 1 2
O 1.3589 -6.0460 -20.9169
F -4.5612 3.6315 -15.1834
O -1.9165 3.6505 -16.0978
C 5.7176 1.5948 -21.5614
C 1.0676 -4.8284 -21.6083
C 5.3223 -2.9157 -19.5003
H 6.1622 -2.4065 -19.0276
H 12.1064 -2.2517 -23.4947
H 7.4404 2.8337 -21.8072
O 9.4537 -1.3339 -20.2310
C 11.4655 -1.6544 -22.8462
H 11.0569 0.2626 -23.9432
O 1.7245 -7.8301 -22.8804
O 5.1857 -0.2476 -13.4278
H 10.1540 -1.0202 -24.5294
O 4.1762 -2.7835 -18.6656
H 5.5530 -1.9025 -21.4611
O 6.9304 2.5296 -19.7906
H 5.1884 2.2407 -22.2621
H -1.0700 -0.7653 -17.4390
H 12.0525 -1.1434 -22.0831
C 4.7780 -2.3813 -20.8627
S 0.8683 -7.3721 -21.7547
O 6.5668 0.1995 -18.8819
H 5.5551 -3.9757 -19.6022
O 10.6226 -2.5212 -22.0597
H 0.0244 -0.2722 -18.6486
O 4.9424 -2.5069 -14.0886
S 5.9468 -1.6400 -13.0746
H 3.4926 -2.1722 -15.4695
H 5.6585 0.6138 -22.0328
H 0.6434 -5.2331 -23.6412
C -0.9589 -0.0364 -18.2418
H 5.0799 -2.1314 -16.0086
C -1.0328 1.3631 -17.6738
O -0.3920 -6.4870 -22.4421
O 8.0198 -2.4170 -22.0229
H -0.3346 1.5104 -16.8499
H 7.8464 1.2380 -21.2416
O 0.3112 -8.4463 -20.8990
C 10.5709 -0.6482 -23.5935
O 1.7468 -1.9518 -19.1570
H 2.0498 -4.5363 -21.9798
O 7.2502 -1.6376 -13.7319
O 9.5147 -0.3882 -22.6142
O -2.3059 1.5762 -17.1122
C 4.5908 -0.2914 -14.7453
H 4.2428 -3.1052 -21.4773
F -4.0463 1.5392 -14.8766
O 5.7695 -1.9805 -11.6631
S 5.8624 1.4862 -19.0516
H 0.7284 -4.0794 -20.8927
H -1.0217 2.1389 -18.4394
S 9.2414 -1.7418 -21.6126
C -4.0750 2.5482 -15.8421
H -1.6019 -0.1697 -19.1118
H 3.6409 0.2190 -14.5864
C -2.5998 2.6727 -16.3422
H -0.7458 -4.4123 -22.8611
H 5.1791 0.2289 -15.5012
F -4.9084 2.1267 -16.8551
C 4.4667 -1.7785 -15.1794
O 3.9090 -1.3257 -20.5046
O 3.4790 -0.3845 -18.1395
S 3.1662 -1.5256 -19.0088
C 0.0561 -5.1384 -22.7278
O 5.1732 2.1599 -17.9607
O 4.9186 1.5291 -20.4137
C 7.1165 2.0403 -21.1337
*
```

## Properties
ΔE to the lowest compared entry with this formula, charge and spin = 0.000 eV
HOMO energy (spin up / spin down) = -0.471 / -0.471 Ha



Entry 8:
The following is a DFT calculation (the ωB97M-V functional and the def2-TZVPD basis) of 2 unconnected molecules or ions with the total composition H3N2OS at a distorted geometry.

Structure (ORCA input):
```
! RIJCOSX wB97M-V def2-TZVPD def2/J DEFGRID3
* xyz -1 1
S 0.4044 -1.6235 -1.1384
O -0.7732 -0.2322 1.3391
N 0.5277 0.7742 -0.6077
H 1.5683 0.5372 -0.4584
H -1.6742 -0.6733 1.3775
H 0.2062 1.4393 0.1362
N -0.2593 -0.2219 -0.6483
*
```

## Properties
ΔE to the lowest compared entry with this formula, charge and spin = 2.156 eV
HOMO energy (spin up / spin down) = -0.099 / -0.099 Ha



Entry 9:
The following is a DFT calculation (the ωB97M-V functional and the def2-TZVPD basis) of a molecular structure, C11H33N8O10V at a distorted geometry.

Structure (ORCA input):
```
! RIJCOSX wB97M-V def2-TZVPD def2/J DEFGRID3
* xyz -2 1
H -0.9729 0.2538 4.1107
O -0.1296 -1.9633 -0.3333
N -2.6444 -4.1613 -4.0524
C 5.0078 1.1588 2.1853
H -3.4433 -0.6047 1.2226
H 2.2328 -1.8393 -2.1798
O 1.2806 0.0286 0.2605
C -3.5649 0.0983 -1.2158
C -1.9791 -0.4500 2.5954
H 1.5683 -0.5015 4.3409
O 2.3992 2.5521 4.1343
H -1.1835 4.0848 2.1279
H 4.3041 1.9119 1.8483
N -2.4634 3.1126 -0.5669
H -3.2807 3.6530 -0.3678
H -2.4109 4.8385 1.1086
C 2.6582 0.8410 -2.4875
H 2.9198 0.5869 -1.4578
N -0.7172 -3.9632 -2.8633
O -1.0797 -0.3865 1.7619
H 5.3907 1.4782 3.1667
N -1.7211 4.1365 1.2793
H 5.9469 1.2028 1.6222
V -0.1229 -0.3462 -0.3469
O -3.8975 0.3391 -3.7061
H -3.6908 1.1645 -0.9365
H 2.1673 1.8171 -2.4234
H 0.3915 0.5792 2.6351
H 1.6128 -2.1865 -3.8407
N -1.8541 -0.2076 3.9278
C 1.8341 1.4906 3.8611
C -4.3636 -0.1213 -2.4872
N 1.0942 1.2925 2.7674
H 1.4758 0.4138 -4.1523
O -2.1744 -0.1411 -1.2180
H -4.1061 -0.3231 -0.3407
H -2.2707 -0.8724 4.5544
C 1.6130 -0.0456 -3.1651
H -2.5443 2.3268 -1.2059
H 2.3680 0.4893 5.5491
O -1.6655 -2.1151 -3.7321
H -5.4033 0.2409 -2.3422
H -3.4771 -3.7844 -4.4677
H -2.6023 -5.1276 -3.7918
O 0.3662 -0.1312 -2.5595
H 5.6216 -0.9368 2.2955
H -3.9791 -0.3364 2.9169
H 3.9350 -0.5421 2.9743
H 0.8924 2.0910 2.1813
O 4.1567 -0.6792 1.0110
H -4.5139 -1.2152 -2.6166
O -0.6043 2.2952 0.5532
H -0.7495 -4.9566 -2.7494
N -3.2787 -0.4656 2.2156
C -1.6797 -3.3102 -3.5770
H 3.2161 -0.4836 0.8994
C 4.7348 -0.3056 2.2638
C 2.1834 -1.4995 -3.2160
N 1.9087 0.3863 4.6634
H -0.0485 -3.3472 -2.4230
H 3.2226 -1.5166 -3.5723
C -1.4892 3.1234 0.3964
H 3.6041 0.8795 -3.0352
*
```

## Properties
HOMO energy = 0.031 Ha



Taking the records one at a time from the top gives E values of -86430.2725, -59621.1081, -20948.3903, -35386.1154, -54896.9645, -153627.2634, -122278.7391, -15909.1650, -70025.5101 eV.